{
  "formula": "C3H4N2O",
  "method": "the ωB97M-V functional and the def2-TZVPD basis",
  "e_homo_ha": -0.350,
  "homo_lumo_gap_ev": 9.95,
  "e_above_lowest_ev": 2.8239,
  "symbols": ["C", "C", "N", "H", "H", "H", "N", "C", "O", "H"],
  "positions_angstrom": [[-1.2526, -0.2053, 0.3762], [-0.3918, -1.1989, 0.7075], [0.6517, -1.7753, 0.8039], [-1.5840, 0.4633, 1.1653], [-1.9362, -0.3624, -0.4522], [1.2458, -0.9312, 0.2774], [1.3165, 0.3820, -0.3931], [0.2289, 0.9924, -0.5999], [-0.4194, 1.8827, -1.0435], [2.1411, 0.7526, -0.8416]],
  "mulliken_charge": [-0.96, 0.61, -0.61, 0.32, 0.32, 0.44, -0.54, 0.69, -0.46, 0.19]
}

---

{
  "formula": "C3H4N2O",
  "method": "the ωB97M-V functional and the def2-TZVPD basis",
  "e_homo_ha": -0.317,
  "homo_lumo_gap_ev": 9.03,
  "e_above_lowest_ev": 2.7793,
  "symbols": ["O", "C", "C", "N", "C", "N", "H", "H", "H", "H"],
  "positions_angstrom": [[-1.8745, -0.8146, 0.4192], [-0.7420, -0.6070, -0.3181], [-0.4924, 0.5614, -1.0022], [0.7043, 1.1231, -0.6919], [1.2963, 0.3267, 0.1666], [0.6783, -0.8282, 0.4092], [-1.8552, -0.0384, 1.0112], [-1.1277, 1.0949, -1.7121], [2.1412, 0.6665, 0.7599], [1.2717, -1.4842, 0.9583]],
  "mulliken_charge": [-0.47, 0.14, -0.23, -0.56, -0.10, -0.15, 0.36, 0.40, 0.36, 0.25]
}

---

{
  "formula": "C3H4N2O",
  "method": "the ωB97M-V functional and the def2-TZVPD basis",
  "e_homo_ha": [-0.319, -0.319],
  "homo_lumo_gap_ev": [8.17, 8.17],
  "e_above_lowest_ev": 4.7935,
  "symbols": ["O", "C", "C", "N", "N", "C", "H", "H", "H", "H"],
  "positions_angstrom": [[-1.3595, 0.2268, -1.6795], [-0.8243, -0.6310, 0.6192], [0.2770, -0.1973, 1.3140], [1.1283, 0.5320, 0.4667], [0.7677, 0.6519, -0.7363], [-0.4296, -0.1977, -0.7535], [-2.2154, 0.0970, -1.2503], [0.5678, -0.2758, 2.3551], [2.0197, 0.9468, 0.7351], [0.0683, -1.1528, -1.0705]],
  "mulliken_charge": [-0.47, -0.82, -0.28, 0.38, -0.54, 0.54, 0.35, 0.39, 0.25, 0.21]
}

---

{
  "formula": "C3H4N2O",
  "method": "the ωB97M-V functional and the def2-TZVPD basis",
  "e_homo_ha": [-0.306, -0.306],
  "homo_lumo_gap_ev": [8.04, 8.04],
  "e_above_lowest_ev": 5.3720,
  "symbols": ["O", "C", "C", "C", "N", "N", "H", "H", "H", "H"],
  "positions_angstrom": [[-0.0748, -0.9162, 1.3028], [0.8803, 0.2208, 0.6205], [-0.5246, 0.5624, 0.4049], [-0.8557, 0.2883, -0.9574], [0.2066, -0.1907, -1.5692], [1.1688, -0.3001, -0.6635], [0.0480, -0.6816, 2.2348], [-1.1573, 1.0776, 1.1176], [-1.7898, 0.4222, -1.4841], [2.0985, -0.4828, -1.0063]],
  "mulliken_charge": [-0.41, -0.38, 0.21, -0.44, -0.56, 0.21, 0.36, 0.34, 0.43, 0.24]
}